Entry 1:
# C28H80N10O9

A cluster of 9 separate species, C28H80N10O9 in total in a non-equilibrium geometry (the ωB97M-V functional and the def2-TZVPD basis, the Open Molecules 2025 dataset).

Structure (SMILES): COC[C@H](C)N.COC[C@H](C)N.COC[C@H](C)N.COC[C@H](C)N.COC[C@H](C)N.COC[C@H](C)N.NC(N)=O.NC(N)=O.CCO
HOMO energy: -8.019 eV
2S+1: 1
HOMO-LUMO gap: 8.1 eV
Total charge: 0

```
127
C28H80N10O9 | the Open Molecules 2025 dataset | the ωB97M-V functional and the def2-TZVPD basis
C 3.33 1.97 -3.63
O 3.32 1.90 -2.23
C 2.31 2.73 -1.74
C 2.25 2.51 -0.24
C 0.91 2.85 0.38
N 3.36 3.10 0.50
H 2.47 1.50 -4.10
H 4.22 1.41 -3.97
H 3.53 2.98 -4.00
H 2.51 3.79 -1.96
H 1.33 2.55 -2.21
H 2.40 1.42 -0.16
H 0.67 3.91 0.22
H 0.93 2.76 1.47
H 0.15 2.20 -0.05
H 3.22 4.10 0.68
H 4.18 3.11 -0.11
C -3.10 -4.42 -0.34
O -2.95 -5.77 0.08
C -2.52 -6.61 -0.96
C -2.48 -8.05 -0.47
C -1.48 -8.20 0.69
N -2.08 -8.82 -1.63
H -3.60 -4.37 -1.32
H -2.12 -3.93 -0.38
H -3.78 -3.92 0.34
H -3.19 -6.61 -1.84
H -1.48 -6.37 -1.27
H -3.47 -8.31 -0.10
H -1.74 -9.05 1.31
H -1.50 -7.29 1.30
H -0.48 -8.38 0.28
H -1.46 -8.33 -2.26
H -1.68 -9.73 -1.44
C -1.92 5.93 -0.60
O -1.77 7.15 -1.25
C -0.92 7.12 -2.38
C 0.49 6.71 -2.05
C 1.16 7.70 -1.10
N 1.24 6.66 -3.32
H -1.57 5.07 -1.18
H -2.98 5.73 -0.40
H -1.38 5.96 0.35
H -1.42 6.52 -3.14
H -0.95 8.14 -2.75
H 0.48 5.73 -1.54
H 0.51 7.85 -0.23
H 1.30 8.67 -1.58
H 2.08 7.29 -0.69
H 2.22 6.48 -3.14
H 0.85 5.99 -3.97
C 6.18 -0.95 3.41
O 5.13 -0.25 4.16
C 4.75 0.98 3.65
C 3.30 1.26 3.93
C 2.39 0.16 3.37
N 2.91 2.61 3.50
H 5.84 -1.98 3.33
H 7.07 -0.91 4.03
H 6.34 -0.51 2.43
H 5.35 1.79 4.12
H 4.99 1.14 2.59
H 3.09 1.24 5.00
H 1.38 0.25 3.79
H 2.78 -0.82 3.63
H 2.23 0.22 2.29
H 3.02 2.70 2.47
H 3.72 3.19 3.76
C -2.70 0.00 -3.55
O -1.75 -0.53 -2.64
C -0.68 -1.20 -3.31
C 0.40 -1.58 -2.27
C 1.41 -0.44 -2.15
N 1.07 -2.83 -2.52
H -3.07 -0.70 -4.29
H -2.30 0.90 -4.03
H -3.49 0.37 -2.89
H -1.11 -2.12 -3.73
H -0.21 -0.60 -4.10
H -0.07 -1.55 -1.29
H 2.09 -0.62 -1.32
H 0.90 0.51 -1.94
H 2.01 -0.30 -3.05
H 1.42 -2.88 -3.47
H 0.38 -3.58 -2.49
C 2.08 -2.81 1.78
O 1.96 -3.86 2.70
C 0.81 -4.67 2.57
C -0.51 -4.02 2.92
C -0.64 -3.55 4.35
N -1.60 -4.87 2.51
H 3.03 -2.33 2.02
H 1.24 -2.12 1.76
H 2.33 -3.15 0.76
H 0.78 -5.18 1.59
H 0.94 -5.52 3.26
H -0.56 -3.08 2.32
H -0.83 -4.34 5.09
H -1.49 -2.88 4.48
H 0.25 -3.01 4.71
H -2.53 -4.56 2.81
H -1.69 -5.02 1.52
N -4.55 -3.13 5.24
C -4.21 -2.65 3.98
N -3.97 -1.29 3.91
O -4.19 -3.40 3.01
H -4.82 -4.09 5.32
H -4.74 -2.47 5.97
H -3.70 -0.90 3.03
H -3.79 -0.84 4.79
N -1.86 4.01 -5.93
C -1.71 3.97 -4.55
N -2.84 3.59 -3.84
O -0.66 4.24 -3.99
H -2.74 3.76 -6.34
H -1.11 4.31 -6.51
H -3.71 3.33 -4.26
H -2.86 3.65 -2.84
C -1.79 2.68 1.17
C -1.96 2.00 -0.13
O -1.27 0.76 -0.07
H -2.22 2.06 1.98
H -2.26 3.66 1.22
H -0.77 2.71 1.58
H -1.55 2.60 -0.96
H -3.02 1.81 -0.34
H -1.43 0.26 -0.88
```

***

Entry 2:
# F2H2N2O2S

An isolated molecule of F2H2N2O2S in a non-equilibrium geometry (the ωB97M-V functional and the def2-TZVPD basis, the Open Molecules 2025 dataset).

Structure (SMILES): NS(=O)(=O)N(F)F
HOMO energy: -10.941 eV
2S+1: 1
HOMO-LUMO gap: 11.0 eV
Total charge: 0

```
9
F2H2N2O2S | the Open Molecules 2025 dataset | the ωB97M-V functional and the def2-TZVPD basis
N 1.11 -0.71 0.70
S 0.09 -0.51 -0.63
O 0.76 -0.32 -1.88
O -1.06 -1.56 -0.65
N -0.63 1.17 -0.30
F -1.96 1.27 -0.69
F -0.63 1.40 1.01
H 1.72 0.15 0.80
H 0.60 -0.89 1.65
```

***

Entry 3:
# C4H12

A cluster of 2 separate species, C4H12 in total in a non-equilibrium geometry (the ωB97M-V functional and the def2-TZVPD basis, the Open Molecules 2025 dataset).

Structure (SMILES): CC.CC
HOMO energy: -11.654 eV
2S+1: 1
HOMO-LUMO gap: 12.8 eV
Total charge: 0

```
16
C4H12 | the Open Molecules 2025 dataset | the ωB97M-V functional and the def2-TZVPD basis
C 0.06 1.72 2.17
C -0.97 1.59 1.06
H 0.69 0.83 2.16
H 0.72 2.57 1.97
H -0.37 1.90 3.15
H -0.45 1.61 0.10
H -1.48 0.64 1.03
H -1.72 2.36 0.97
C 0.67 -2.31 -1.29
C 0.21 -1.03 -1.95
H 0.35 -3.18 -1.81
H 1.76 -2.38 -1.27
H 0.29 -2.44 -0.29
H 0.64 -0.06 -1.72
H 0.36 -1.12 -3.00
H -0.86 -0.82 -1.83
```